The ion C4H14NOSi with charge +1, computed with the ωB97M-V functional and the def2-TZVPD basis.

The geometry in XYZ format:
```
21
Properties=species:S:1:pos:R:3:forces:R:3
H 1.92376 -1.11664 -1.35976 0.388 -0.102 1.309
H -1.06075 2.98118 0.06821 -0.223 -0.971 -0.173
H 1.33476 -1.78124 2.01891 -2.564 -0.244 -0.331
Si -0.28633 -1.41513 -0.00171 2.215 0.215 1.875
C -0.80194 0.38961 0.09496 2.360 1.730 -1.268
H 0.77079 1.57380 1.12953 0.316 -0.383 2.754
H -0.19776 -2.90646 2.13661 0.695 1.612 -0.480
H -1.50331 0.71723 0.78941 -1.333 -0.112 1.962
O -1.35989 0.74735 -1.16927 -1.443 -1.020 -0.757
H -2.11348 0.11191 -1.24663 0.652 0.943 -0.591
H -0.05496 2.76065 -1.17779 -0.171 0.606 -1.340
N -0.09094 2.75517 -0.18453 -1.025 0.591 -0.360
C 0.36326 1.39294 0.20184 0.630 -1.308 -0.187
H 1.28779 1.02248 -0.30504 -0.981 0.937 -0.730
H 0.34172 3.58292 0.20264 1.318 -0.104 0.059
H -0.29690 -1.18258 2.44859 -1.600 2.337 2.186
H 1.30863 -2.81026 -1.39534 -0.656 2.056 0.094
C 0.15430 -1.84870 1.84461 3.435 -3.671 -2.693
H 0.80210 -1.36355 -2.36540 -1.443 -0.366 -0.502
C 0.98969 -1.68241 -1.35239 1.380 -1.616 -0.178
H -1.51054 -1.92827 -0.37746 -1.949 -1.130 -0.649
```
Forces are in eV/Å.

E: -579.9933 Eh
Structure (SMILES): C[SiH](C)[C@H](O)C[NH3+]
HOMO level: -13.83 eV
Energy relative to the best compared isomer or geometry (same formula, charge and spin): 195.4 kJ/mol
Net charge: +1
Lowest unoccupied orbital energy: -3.54 eV